# C15H29AlClNO2P2

A molecular structure, C15H29AlClNO2P2 in a non-equilibrium geometry (wB97M-V/def2-TZVPD, the OMol25 dataset).

The calculation puts the orbital gap (spin up / spin down) at 0.308 / 0.161 hartree. The calculation puts the total energy at -2179.0098 Ha. The value obtained for the energy relative to the best compared isomer or geometry (same formula, charge and spin) is 0.00 kcal per mole. As for the HOMO energy (spin up / spin down): -15.333 / -12.750 eV.

```
! wB97M-V def2-TZVPD RIJCOSX def2/J DEFGRID3
* xyz 2 1
C 1.434 -0.227 -4.213
C 2.302 -0.274 -3.085
H 2.007 -0.077 -5.153
H 0.692 0.589 -4.079
H 0.860 -1.175 -4.264
O 3.293 -0.146 -2.483
Cl -1.548 0.208 -1.992
Al -0.124 -0.021 -0.448
P 0.416 2.363 -0.322
C 1.727 3.167 0.645
C 0.653 3.041 -1.992
H 0.858 4.116 -1.899
H -1.016 4.274 0.050
H -0.254 2.882 -2.587
H -1.981 2.773 -0.176
H 2.702 2.725 0.406
H 1.501 2.558 -2.494
C -1.086 3.203 0.291
H 1.736 4.240 0.404
H -1.159 3.081 1.380
H 1.533 3.039 1.718
P 0.598 -2.303 -0.054
C 1.985 -2.836 0.996
C -0.791 -3.230 0.686
H 0.155 -2.907 -2.358
H 0.906 -4.248 -1.434
H 1.916 -2.890 -2.019
C 0.930 -3.164 -1.623
H -1.716 -3.020 0.133
H -0.548 -4.301 0.632
H 2.002 -3.935 1.013
H 1.849 -2.470 2.022
H -0.924 -2.933 1.735
H 2.937 -2.456 0.608
C 2.033 0.116 0.001
O 3.137 0.188 0.360
C 0.455 0.380 2.881
C -0.928 0.189 2.444
C -2.022 0.195 3.314
C -3.175 -0.025 2.554
C -2.759 -0.164 1.219
C -3.694 -0.460 0.129
N -1.373 -0.009 1.149
H 0.584 1.398 3.287
H 1.191 0.225 2.086
H 0.669 -0.339 3.689
H -1.941 0.332 4.383
H -4.198 -0.085 2.890
H -4.205 -1.418 0.324
H -4.458 0.333 0.077
H -3.160 -0.504 -0.833
*
```

***

# C7H10

C7H10 in the gas phase (wB97M-V/def2-TZVPD, the OMol25 dataset).

The calculation puts the orbital gap at 0.385 hartree. The calculation puts the total energy at -272.6298 Ha. The SMILES is C#CC1(CC)CC1. The value obtained for the energy relative to the best compared isomer or geometry (same formula, charge and spin) is 55.33 kcal per mole. As for the HOMO energy: -9.322 eV.

```
! wB97M-V def2-TZVPD RIJCOSX def2/J DEFGRID3
* xyz 0 1
C -1.138 2.380 0.322
C -0.861 1.214 0.188
C -0.448 -0.170 0.044
C 0.974 -0.454 0.524
C 2.016 0.530 -0.002
C -1.017 -0.948 -1.125
C -1.493 -1.241 0.264
H -1.385 3.412 0.441
H 1.239 -1.478 0.227
H 0.972 -0.434 1.622
H 2.164 0.424 -1.083
H 2.977 0.373 0.498
H 1.696 1.561 0.187
H -1.691 -0.422 -1.796
H -0.360 -1.669 -1.605
H -1.152 -2.155 0.745
H -2.491 -0.922 0.549
*
```

***

# C70H158N10O10

10 unconnected molecules or ions with the total composition C70H158N10O10 in a non-equilibrium geometry (wB97M-V/def2-TZVPD, the OMol25 dataset).

The calculation puts the orbital gap at 0.299 hartree. The calculation puts the total energy at -4061.3766 Ha. The SMILES is CC1(C)CCCC(C)(C)N1O.CC1(C)CCCC(C)(C)N1O.CC1(C)CCCC(C)(C)N1O.CC1(C)CCCC(C)(C)N1O.CC1(C)CCCC(C)(C)N1O.CC1(C)CCCC(C)(C)N1O.COC[C@H](C)N.COC[C@H](C)N.COC[C@H](C)N.COC[C@H](C)N. The value obtained for the energy relative to the best compared isomer or geometry (same formula, charge and spin) is 112.40 kcal per mole. As for the HOMO energy: -7.676 eV.

```
! wB97M-V def2-TZVPD RIJCOSX def2/J DEFGRID3
* xyz 0 1
C 1.790 1.112 -1.401
C 0.547 0.981 -0.493
C -0.388 2.113 -0.891
C -0.104 -0.354 -0.848
C -1.146 -0.951 0.146
C -0.443 -0.923 1.486
C 0.204 0.416 1.964
C -0.904 1.439 2.425
C 0.980 -0.024 3.178
N 1.077 0.940 0.847
O 2.031 1.891 1.230
H 2.622 0.498 -1.057
H 1.516 0.946 -2.443
H 2.258 2.094 -1.340
H -1.408 1.997 -0.524
H 0.066 3.052 -0.576
H -0.470 2.263 -1.967
H -0.645 -0.237 -1.786
H 0.664 -1.080 -1.116
H -2.069 -0.383 0.264
H -1.551 -1.946 -0.043
H 0.391 -1.602 1.310
H -1.107 -1.389 2.214
H -1.516 1.287 3.313
H -1.744 1.409 1.731
H -0.568 2.469 2.546
H 1.427 0.879 3.593
H 1.716 -0.789 2.931
H 0.344 -0.435 3.962
H 2.880 1.445 1.192
C -6.687 -4.689 3.859
C -6.304 -3.181 4.037
C -6.942 -2.374 2.792
C -6.963 -2.699 5.370
C -6.367 -1.383 5.932
C -4.850 -1.722 6.125
C -4.076 -1.949 4.838
C -4.001 -0.633 4.032
C -2.632 -2.358 5.126
N -4.782 -3.047 4.140
O -4.118 -3.559 3.029
H -6.148 -5.240 4.629
H -7.748 -4.893 4.002
H -6.340 -5.063 2.896
H -6.807 -1.316 3.014
H -6.376 -2.584 1.885
H -8.025 -2.495 2.824
H -8.026 -2.596 5.149
H -6.811 -3.486 6.109
H -6.480 -0.644 5.139
H -6.784 -1.000 6.864
H -4.863 -2.598 6.773
H -4.425 -0.913 6.720
H -3.679 0.203 4.653
H -4.980 -0.337 3.655
H -3.403 -0.727 3.126
H -2.637 -3.395 5.460
H -2.257 -1.852 6.015
H -1.908 -2.140 4.340
H -3.823 -4.382 3.424
C 1.478 7.335 4.710
C 0.573 6.184 4.241
C -0.238 6.625 3.007
C 1.385 4.961 3.678
C 2.013 4.141 4.856
C 0.880 3.665 5.742
C 0.014 4.807 6.372
C -1.200 3.996 6.801
C 0.742 5.482 7.556
N -0.360 5.754 5.292
O -1.281 6.771 5.694
H 1.914 7.904 3.889
H 0.871 8.052 5.262
H 2.364 7.068 5.286
H -0.874 7.498 3.153
H 0.428 6.764 2.155
H -0.956 5.844 2.756
H 0.740 4.247 3.165
H 2.237 5.339 3.114
H 2.518 3.285 4.410
H 2.718 4.697 5.475
H 1.359 3.067 6.517
H 0.190 3.070 5.143
H -1.020 3.100 7.396
H -1.834 3.650 5.985
H -1.828 4.583 7.472
H 1.690 5.858 7.172
H 1.024 4.764 8.326
H 0.196 6.322 7.984
H -2.019 6.630 5.096
C -5.516 1.168 0.684
C -5.504 1.468 -0.815
C -6.902 2.007 -1.232
C -4.413 2.599 -0.870
C -3.902 2.809 -2.288
C -3.525 1.537 -3.022
C -4.641 0.470 -3.091
C -5.723 0.844 -4.118
C -4.012 -0.849 -3.559
N -5.148 0.346 -1.702
O -5.871 -0.834 -1.400
H -5.901 1.967 1.317
H -6.216 0.341 0.796
H -4.581 0.850 1.146
H -7.375 2.639 -0.480
H -6.894 2.551 -2.176
H -7.721 1.293 -1.315
H -4.793 3.517 -0.422
H -3.583 2.401 -0.190
H -4.644 3.244 -2.958
H -3.068 3.507 -2.209
H -2.572 1.247 -2.580
H -3.257 1.860 -4.028
H -6.711 0.420 -3.942
H -5.489 0.783 -5.181
H -6.001 1.896 -4.063
H -3.308 -1.243 -2.826
H -3.513 -0.746 -4.522
H -4.773 -1.605 -3.750
H -5.248 -1.318 -0.853
C 0.224 -5.960 -0.273
C 1.050 -6.056 -1.522
C 1.086 -7.464 -2.145
C 0.455 -5.212 -2.758
C 0.605 -3.681 -2.479
C 2.120 -3.429 -2.396
C 2.792 -4.223 -1.192
C 4.324 -4.040 -1.432
C 2.526 -3.525 0.189
N 2.477 -5.664 -1.312
O 3.190 -6.451 -0.368
H 0.748 -6.350 0.599
H -0.059 -4.947 0.013
H -0.715 -6.490 -0.429
H 1.401 -8.253 -1.462
H 0.073 -7.727 -2.447
H 1.821 -7.465 -2.950
H 0.869 -5.566 -3.702
H -0.633 -5.270 -2.756
H 0.121 -3.090 -3.256
H 0.052 -3.328 -1.608
H 2.152 -2.352 -2.231
H 2.511 -3.678 -3.383
H 4.504 -4.486 -2.410
H 4.944 -4.652 -0.777
H 4.659 -3.005 -1.505
H 2.965 -2.528 0.170
H 3.052 -4.063 0.978
H 1.458 -3.471 0.396
H 3.817 -6.863 -0.967
C 3.690 -3.035 -6.178
C 4.040 -1.501 -5.962
C 4.633 -1.292 -4.514
C 5.107 -1.086 -6.971
C 5.365 0.382 -7.248
C 4.038 1.007 -7.597
C 2.786 0.749 -6.554
C 2.989 1.574 -5.240
C 1.609 1.305 -7.369
N 2.797 -0.696 -6.312
O 1.648 -1.147 -5.629
H 4.333 -3.703 -5.605
H 2.785 -3.317 -5.641
H 3.573 -3.332 -7.220
H 5.339 -0.462 -4.480
H 3.840 -1.186 -3.774
H 5.167 -2.164 -4.137
H 6.071 -1.454 -6.618
H 4.865 -1.608 -7.897
H 5.725 0.949 -6.389
H 6.096 0.522 -8.044
H 3.638 0.657 -8.548
H 4.228 2.070 -7.743
H 2.184 1.449 -4.515
H 3.004 2.655 -5.378
H 3.892 1.392 -4.657
H 0.595 1.224 -6.978
H 1.414 0.751 -8.287
H 1.728 2.290 -7.822
H 1.023 -1.237 -6.352
C 7.363 -0.319 -2.400
O 6.252 0.297 -1.755
C 6.613 1.345 -0.834
C 5.452 1.883 -0.063
C 6.054 2.910 0.914
N 4.758 0.810 0.706
H 7.060 -1.235 -2.907
H 8.180 -0.572 -1.724
H 7.671 0.377 -3.180
H 7.327 0.959 -0.106
H 7.029 2.047 -1.556
H 4.782 2.408 -0.744
H 6.599 2.471 1.750
H 5.281 3.589 1.276
H 6.804 3.468 0.355
H 4.345 0.105 0.112
H 5.381 0.376 1.372
C -0.098 4.716 -5.208
O 0.393 5.602 -4.229
C -0.035 5.388 -2.894
C 0.514 6.606 -2.071
C 0.868 6.363 -0.592
N -0.399 7.722 -2.196
H -1.044 5.111 -5.580
H -0.199 3.697 -4.834
H 0.636 4.689 -6.014
H -1.105 5.210 -2.788
H 0.365 4.454 -2.498
H 1.437 6.904 -2.569
H 1.193 7.208 0.014
H 1.687 5.644 -0.609
H 0.059 5.819 -0.105
H -0.146 8.532 -1.648
H -0.281 7.988 -3.163
C -6.523 -5.091 -2.911
O -6.139 -5.633 -1.667
C -5.858 -4.656 -0.676
C -4.530 -3.841 -0.888
C -3.354 -4.815 -1.006
N -4.187 -2.772 0.004
H -7.220 -5.781 -3.386
H -5.689 -4.836 -3.565
H -7.176 -4.220 -2.859
H -6.676 -3.936 -0.658
H -5.987 -5.080 0.320
H -4.577 -3.336 -1.853
H -3.429 -5.556 -1.802
H -3.300 -5.385 -0.079
H -2.384 -4.318 -0.972
H -4.216 -3.119 0.952
H -3.203 -2.620 -0.163
C 8.377 -2.334 2.378
O 7.227 -1.673 2.731
C 6.218 -2.475 3.281
C 4.966 -1.664 3.341
C 4.991 -0.279 4.023
N 3.868 -2.302 4.050
H 8.968 -1.667 1.751
H 8.201 -3.246 1.808
H 8.909 -2.538 3.308
H 6.147 -3.460 2.821
H 6.389 -2.727 4.328
H 4.736 -1.515 2.286
H 5.243 -0.301 5.083
H 4.019 0.213 3.990
H 5.670 0.368 3.467
H 3.787 -3.280 3.812
H 3.019 -1.858 3.732
*
```

***

# C4H12

2 unconnected molecules or ions with the total composition C4H12 in a non-equilibrium geometry (wB97M-V/def2-TZVPD, the OMol25 dataset).

The calculation puts the orbital gap at 0.469 hartree. The calculation puts the total energy at -159.5755 Ha. The SMILES is CC.CC. The value obtained for the energy relative to the best compared isomer or geometry (same formula, charge and spin) is 5.93 kcal per mole. As for the HOMO energy: -11.596 eV.

```
! wB97M-V def2-TZVPD RIJCOSX def2/J DEFGRID3
* xyz 0 1
C -1.657 0.597 -1.401
C -2.153 -0.715 -0.784
H -2.298 1.435 -1.119
H -0.635 0.838 -1.117
H -1.691 0.585 -2.492
H -3.141 -0.670 -0.335
H -1.440 -1.069 -0.034
H -2.068 -1.529 -1.492
C 1.197 -0.085 1.447
C 2.550 0.184 0.778
H 0.540 -0.535 0.707
H 1.293 -0.753 2.297
H 0.780 0.871 1.774
H 3.259 -0.622 0.921
H 2.450 0.362 -0.303
H 3.014 1.106 1.150
*
```

***

# C23H17IrN4SSe2

A molecular structure, C23H17IrN4SSe2 in a non-equilibrium geometry (wB97M-V/def2-TZVPD, the OMol25 dataset).

The calculation puts the orbital gap (spin up / spin down) at 0.236 / 0.167 hartree. The calculation puts the total energy at -6410.7524 Ha. The value obtained for the energy relative to the best compared isomer or geometry (same formula, charge and spin) is 20.80 kcal per mole. As for the HOMO energy (spin up / spin down): -9.499 / -9.484 eV.

```
! wB97M-V def2-TZVPD RIJCOSX def2/J DEFGRID3
* xyz 1 2
Ir 0.206 -0.007 0.606
Se 1.388 1.547 2.559
Se 2.169 -1.144 1.643
C 2.858 -0.317 0.068
C 4.161 -0.312 -0.387
C 4.419 0.302 -1.605
C 3.376 0.878 -2.321
C 2.102 0.854 -1.787
N 1.864 0.273 -0.608
C -0.066 0.626 3.321
C -0.342 0.592 4.678
C -1.462 -0.097 5.109
C -2.264 -0.736 4.174
C -1.911 -0.680 2.841
N -0.833 -0.004 2.421
H 4.940 -0.782 0.197
H 5.427 0.327 -1.997
H 3.545 1.348 -3.279
H 1.256 1.309 -2.284
H 0.322 1.092 5.368
H -1.704 -0.141 6.163
H -3.150 -1.279 4.470
H -2.497 -1.186 2.089
C -0.983 5.649 0.050
C -2.223 5.039 0.002
C -2.339 3.654 0.003
C -1.199 2.850 0.049
C 0.053 3.474 0.085
C 0.154 4.853 0.090
N -1.240 1.457 0.041
N -2.391 0.786 -0.148
C -3.801 -0.767 -0.377
C -4.452 -1.931 -0.450
C -3.772 -3.196 -0.316
C -2.453 -3.463 -0.121
C -1.279 -2.619 -0.030
C -1.216 -1.264 -0.060
H -0.902 6.727 0.046
H -3.122 5.642 -0.040
H -3.329 3.220 -0.028
H 0.939 2.858 0.094
H 1.133 5.315 0.118
H -5.524 -1.940 -0.601
H -4.416 -4.065 -0.377
H -2.231 -4.521 -0.029
H -0.340 -3.150 0.082
S -4.134 0.972 -0.381
C -2.401 -0.511 -0.188
*
```

***

# C3H6N2O2

C3H6N2O2 in the gas phase (wB97M-V/def2-TZVPD, the OMol25 dataset).

The calculation puts the orbital gap at 0.340 hartree. The calculation puts the total energy at -377.7955 Ha. The SMILES is C=C(N)O[C@@H]1NO1. The value obtained for the energy relative to the best compared isomer or geometry (same formula, charge and spin) is 102.80 kcal per mole. As for the HOMO energy: -8.370 eV.

```
! wB97M-V def2-TZVPD RIJCOSX def2/J DEFGRID3
* xyz 0 1
C -0.408 1.290 -1.628
C 0.256 0.549 -0.742
N 1.175 -0.460 -1.001
O 0.175 0.898 0.605
C -0.332 0.010 1.504
N 0.049 -1.368 1.495
O -1.304 -0.891 1.135
H -0.324 1.096 -2.691
H -1.019 2.119 -1.297
H 1.133 -1.215 -0.325
H 1.121 -0.800 -1.951
H -0.470 0.521 2.456
H -0.054 -1.748 2.440
*
```

***

# C4H12N4O2

C4H12N4O2 in the gas phase in a non-equilibrium geometry (wB97M-V/def2-TZVPD, the OMol25 dataset).

The calculation puts the orbital gap at 0.312 hartree. The calculation puts the total energy at -528.9733 Ha. The SMILES is CON(N)C(N)(N)C(C)=O. The value obtained for the energy relative to the best compared isomer or geometry (same formula, charge and spin) is 108.54 kcal per mole. As for the HOMO energy: -7.576 eV.

```
! wB97M-V def2-TZVPD RIJCOSX def2/J DEFGRID3
* xyz 0 1
C -1.739 0.329 1.650
O -1.202 -0.800 0.966
N 0.248 -0.674 0.788
N 0.993 -1.834 0.959
C 0.692 0.356 -0.190
N 1.876 -0.046 -0.892
N 1.001 1.576 0.503
C -0.428 0.627 -1.212
C -0.881 -0.503 -2.099
O -0.833 1.784 -1.386
H -1.067 0.667 2.446
H -2.693 0.036 2.098
H -1.918 1.152 0.956
H 0.506 -2.419 1.642
H 1.933 -1.580 1.276
H 2.476 0.637 -1.342
H 2.277 -0.975 -0.831
H 1.179 1.582 1.500
H 0.574 2.424 0.124
H -1.929 -0.722 -1.883
H -0.770 -0.209 -3.146
H -0.294 -1.408 -1.929
*
```

***

# C6H32N2O8

9 unconnected molecules or ions with the total composition C6H32N2O8 in a non-equilibrium geometry (wB97M-V/def2-TZVPD, the OMol25 dataset).

The calculation puts the orbital gap at 0.344 hartree. The calculation puts the total energy at -959.1630 Ha. The SMILES is CCN(C)C[C@@H](C)N.O.O.O.O.O.O.O.O. The value obtained for the energy relative to the best compared isomer or geometry (same formula, charge and spin) is 68.21 kcal per mole. As for the HOMO energy: -9.232 eV.

```
! wB97M-V def2-TZVPD RIJCOSX def2/J DEFGRID3
* xyz 0 1
C 2.927 3.096 -1.609
C 2.164 1.967 -2.237
N 2.494 0.699 -1.489
C 3.427 -0.168 -2.207
C 1.217 -0.040 -1.273
C 1.502 -1.330 -0.417
C 1.856 -0.946 1.016
N 0.190 -2.093 -0.324
H 3.997 2.968 -1.811
H 2.724 3.079 -0.536
H 2.497 4.056 -1.918
H 1.050 2.062 -2.192
H 2.456 1.947 -3.278
H 3.033 -0.468 -3.210
H 4.321 0.470 -2.259
H 3.700 -1.025 -1.632
H 0.528 0.549 -0.705
H 0.746 -0.413 -2.167
H 2.241 -1.989 -0.873
H 0.988 -0.491 1.464
H 1.898 -1.778 1.756
H 2.815 -0.442 1.076
H 0.306 -2.994 -0.771
H -0.165 -2.253 0.604
O -2.015 -0.309 -0.537
H -1.480 -0.974 -0.997
H -1.689 -0.518 0.356
O -3.495 -1.426 2.771
H -3.806 -1.163 1.896
H -3.425 -0.618 3.288
O 1.277 1.704 1.819
H 1.798 1.572 1.016
H 1.845 1.372 2.524
O -0.497 -3.509 2.360
H -1.410 -3.677 2.131
H -0.323 -3.143 3.237
O -3.919 3.364 0.626
H -3.229 2.702 0.482
H -3.361 4.152 0.626
O -2.290 -3.152 -1.465
H -3.036 -3.064 -2.049
H -2.064 -2.547 -0.760
O -1.273 2.602 3.096
H -0.535 2.143 2.663
H -1.974 1.969 2.892
O -4.858 -0.339 -0.102
H -3.947 -0.422 -0.437
H -5.205 -1.180 -0.446
*
```

***

Question: What is the energy relative to the best compared isomer or geometry (same formula, charge and spin) in the sixth record?
Answer: 102.80 kcal per mole

***

Question: Among the records above, which one has the lowest energy relative to the best compared isomer or geometry (same formula, charge and spin)?
Answer: C15H29AlClNO2P2